No. 1
2 unconnected molecules or ions with the total composition C3H4NO3 in a non-equilibrium geometry. Source: OMol25; level of theory: the ωB97M-V functional and the def2-TZVPD basis.

Calculated values
Total energy ... -10807.0840 eV
Charge ... -1
F_max ... 0.0961 Eh/bohr
Orbital gap ... 0.2526 hartree
Multiplicity ... 1

Geometry (Å):
C: 0.797 1.216 0.012
C: -2.728 -0.066 0.228
C: -1.535 0.479 -0.207
N: -0.385 0.708 0.138
O: 2.873 -1.634 -0.154
O: -3.393 -1.070 -0.056
O: 1.729 0.764 -0.613
H: 1.123 2.089 0.674
H: -3.353 0.684 0.936
H: 2.362 -2.367 -0.634
H: 2.509 -0.804 -0.324

No. 2
C4H8N2S2 in the gas phase in a non-equilibrium geometry. Source: OMol25; level of theory: the ωB97M-V functional and the def2-TZVPD basis.

Calculated values
Total energy ... -28926.6995 eV
F_max ... 0.0409 Eh/bohr
Orbital gap ... 0.3389 hartree
Multiplicity ... 1

Geometry (Å):
N: -0.359 -0.636 -1.885
C: -0.299 0.521 -1.048
C: 0.698 1.576 -1.387
C: 0.947 0.678 -0.243
S: 0.842 1.310 1.424
C: 0.038 -0.017 2.242
N: -0.301 -1.090 1.654
S: -1.063 -2.281 2.650
H: -0.630 -1.475 -1.387
H: -1.000 -0.502 -2.641
H: -1.202 0.883 -0.529
H: 0.467 2.608 -1.159
H: 1.347 1.513 -2.307
H: 1.755 -0.086 -0.347
H: -0.059 0.193 3.294
H: -1.183 -3.194 1.670

No. 3
A molecular structure, C34H57ErN3O2SSi in a non-equilibrium geometry. Source: OMol25; level of theory: the ωB97M-V functional and the def2-TZVPD basis.

Calculated values
Total energy ... -91066.3258 eV
Expectation value of S² ... 3.753
Charge ... +1
F_max ... 0.1379 Eh/bohr
Orbital gap (alpha / beta) ... 0.2079 / 0.2097 hartree
Multiplicity ... 4

Geometry (Å):
O: -1.396 2.217 -2.900
O: -0.022 1.696 -4.797
C: -2.738 1.833 -3.383
C: -3.781 2.305 -2.422
H: -2.732 0.739 -3.497
H: -2.850 2.266 -4.387
H: -3.665 1.862 -1.426
H: -4.749 1.980 -2.808
H: -3.821 3.396 -2.324
C: -1.092 3.686 -3.021
C: -1.504 4.364 -4.284
H: -0.013 3.761 -2.827
H: -1.636 4.090 -2.166
H: -1.106 3.913 -5.202
H: -1.106 5.391 -4.248
H: -2.592 4.472 -4.384
C: 1.442 1.980 -4.642
C: -0.580 0.824 -5.865
C: 1.759 3.260 -5.329
H: 1.949 1.098 -5.037
H: 1.602 2.042 -3.557
H: 1.524 3.245 -6.398
H: 2.830 3.422 -5.221
H: 1.247 4.113 -4.866
C: -0.475 1.539 -7.164
H: -1.616 0.641 -5.558
H: -0.015 -0.110 -5.812
H: -0.916 2.544 -7.134
H: -1.030 0.954 -7.894
H: 0.559 1.604 -7.505
H: -0.566 1.667 -3.815
N: -1.196 -1.330 1.193
C: -0.649 -2.476 1.686
C: 0.630 -2.937 1.365
C: 1.753 -2.334 0.775
C: -1.537 -3.318 2.501
H: -2.343 -3.741 1.885
H: -1.976 -2.791 3.356
H: -0.956 -4.147 2.902
C: 2.978 -3.137 0.540
H: 3.811 -2.762 1.155
H: 3.275 -3.070 -0.521
H: 2.830 -4.195 0.782
N: 1.827 -1.052 0.402
C: -2.469 -0.782 1.644
C: -3.547 -1.122 0.834
C: -3.460 -1.926 -0.416
C: -4.800 -0.702 1.248
H: -5.666 -0.944 0.638
C: -4.967 -0.003 2.440
H: -5.968 0.316 2.750
C: -3.877 0.269 3.243
H: -4.014 0.791 4.187
C: -2.636 -0.139 2.849
C: -1.628 0.091 3.836
C: 2.972 -0.211 0.656
C: 3.837 0.111 -0.389
C: 3.654 -0.397 -1.776
C: 4.945 0.903 -0.105
H: 5.636 1.161 -0.905
C: 5.185 1.366 1.187
H: 6.056 1.989 1.393
C: 4.341 1.030 2.214
H: 4.523 1.363 3.234
C: 3.245 0.231 1.965
C: 2.639 -0.247 3.169
Er: 0.010 0.167 -0.197
H: -3.751 -1.319 -1.299
H: -4.191 -2.761 -0.381
H: -2.483 -2.379 -0.619
H: -0.875 -0.796 3.857
H: -1.860 0.187 4.899
H: -1.139 1.155 3.621
H: 3.998 0.351 -2.516
H: 2.611 -0.623 -2.033
H: 4.248 -1.314 -1.964
H: 1.453 -0.150 2.884
H: 2.579 0.440 4.023
H: 2.456 -1.300 3.408
H: 0.739 -3.985 1.600
C: -0.382 -0.976 -2.044
Si: -0.146 -2.542 -2.625
H: -1.380 -0.603 -1.418
H: 0.458 -0.069 -2.050
C: -1.561 -2.842 -3.799
C: -0.225 -4.023 -1.474
C: 1.496 -2.696 -3.501
H: 1.733 -1.794 -4.088
H: 1.477 -3.554 -4.198
H: 2.324 -2.869 -2.794
H: -2.517 -2.555 -3.334
H: -1.614 -3.909 -4.061
H: -1.440 -2.266 -4.727
H: -1.012 -3.946 -0.705
H: 0.735 -4.200 -0.961
H: -0.445 -4.934 -2.064
S: 0.191 0.522 2.217
C: 0.461 0.583 3.984
N: 0.688 0.605 5.114

No. 4
4 unconnected molecules or ions with the total composition C5H13N2O in a non-equilibrium geometry. Source: OMol25; level of theory: the ωB97M-V functional and the def2-TZVPD basis.

Calculated values
Total energy ... -10413.4535 eV
Expectation value of S² ... 1.786
F_max ... 0.0642 Eh/bohr
Orbital gap (alpha / beta) ... 0.1215 / 0.3196 hartree
Multiplicity ... 2

Geometry (Å):
C: 0.201 1.430 0.665
O: -1.163 -0.329 2.645
C: 0.876 0.098 0.368
C: 2.037 0.310 -0.560
C: 1.743 0.762 -1.875
N: -2.306 -0.883 0.287
C: -2.318 -2.144 0.275
N: 0.502 0.841 -2.397
H: -0.128 1.931 -0.244
H: 0.881 2.089 1.207
H: -0.706 1.238 1.240
H: 1.102 -0.521 1.233
H: 0.157 -0.457 -0.254
H: 2.579 1.057 -2.523
H: 3.012 0.583 -0.161
H: -2.019 -0.530 1.243
H: 1.146 -0.684 -1.898
H: -2.137 -2.619 1.253
H: -1.437 -0.107 3.539
H: -2.476 -2.700 -0.652
H: 0.451 0.635 -3.392

No. 5
C5H10N2O in the gas phase in a non-equilibrium geometry. Source: OMol25; level of theory: the ωB97M-V functional and the def2-TZVPD basis.

Calculated values
Total energy ... -10371.2660 eV
F_max ... 0.0642 Eh/bohr
Orbital gap ... 0.3123 hartree
Multiplicity ... 1

Geometry (Å):
C: -0.540 0.576 -2.384
C: -0.287 0.105 -0.997
C: -0.437 0.626 0.246
N: -0.611 1.910 0.738
C: -0.257 -0.610 1.018
C: 0.804 -0.701 2.066
N: 0.036 -1.229 -0.674
O: 1.461 -1.472 -0.684
H: -0.691 -0.288 -3.032
H: 0.312 1.135 -2.779
H: -1.426 1.213 -2.437
H: -0.785 2.614 0.037
H: -1.224 1.988 1.537
H: -1.147 -1.206 1.200
H: 0.387 -0.709 3.073
H: 1.367 -1.629 1.920
H: 1.532 0.105 1.979
H: 1.508 -2.426 -0.828

No. 6
2 unconnected molecules or ions with the total composition C2H2F2OS in a non-equilibrium geometry. Source: OMol25; level of theory: the ωB97M-V functional and the def2-TZVPD basis.

Calculated values
Total energy ... -20420.9812 eV
F_max ... 0.0680 Eh/bohr
Orbital gap ... 0.3426 hartree
Multiplicity ... 1

Geometry (Å):
O: 1.334 -2.028 0.293
C: 1.167 -0.882 0.405
C: 1.486 0.381 0.234
F: 1.906 1.010 1.386
F: 0.827 1.210 -0.558
S: -2.122 -0.344 -0.391
H: -3.240 -0.066 -1.020
H: -1.356 0.719 -0.348

No. 7
A molecular structure, C41H45Cl2GeN6O2SZr in a non-equilibrium geometry. Source: OMol25; level of theory: the ωB97M-V functional and the def2-TZVPD basis.

Calculated values
Total energy ... -149953.6072 eV
Charge ... +1
F_max ... 0.0861 Eh/bohr
Orbital gap ... 0.2135 hartree
Multiplicity ... 1

Geometry (Å):
Zr: 12.795 9.854 12.075
N: 10.066 13.487 11.336
C: 11.140 12.817 11.801
S: 12.315 12.248 10.557
N: 11.168 12.408 13.080
N: 12.282 11.613 13.386
C: 13.046 11.802 14.447
C: 12.785 12.975 15.261
C: 11.468 13.236 15.708
C: 11.175 14.377 16.426
C: 12.155 15.343 16.630
C: 13.450 15.113 16.210
C: 13.787 13.935 15.535
C: 14.200 10.974 14.619
C: 15.016 11.052 15.748
C: 16.093 10.146 15.902
C: 16.249 9.126 14.948
C: 15.501 9.168 13.783
N: 14.493 10.079 13.659
H: 10.039 13.784 10.383
H: 9.489 13.902 12.058
H: 10.692 12.513 15.404
H: 10.169 14.435 16.895
H: 11.924 16.214 17.244
H: 14.245 15.818 16.392
H: 14.819 13.874 15.071
H: 14.681 11.612 16.612
H: 16.821 10.292 16.704
H: 17.000 8.382 15.048
H: 15.597 8.330 13.067
C: 7.075 7.768 14.044
C: 7.456 6.455 13.336
C: 8.951 6.165 13.167
C: 9.707 7.350 12.470
Ge: 11.127 8.173 13.563
C: 11.845 6.729 14.728
C: 11.353 6.587 16.159
C: 12.397 6.786 17.284
C: 12.791 8.244 17.604
H: 6.006 7.870 14.290
H: 7.492 8.670 13.550
H: 7.563 7.773 15.088
H: 7.073 6.421 12.302
H: 7.036 5.581 13.888
H: 9.016 5.223 12.512
H: 9.358 5.874 14.166
H: 9.034 8.124 12.163
H: 10.184 6.985 11.571
H: 10.315 9.104 14.542
H: 12.933 6.837 14.654
H: 11.568 5.804 14.201
H: 10.980 5.542 16.260
H: 10.521 7.259 16.338
H: 13.343 6.257 17.037
H: 11.964 6.326 18.193
H: 13.137 8.774 16.699
H: 13.612 8.218 18.350
H: 11.973 8.804 18.035
N: 11.489 10.740 10.674
C: 10.647 10.427 9.674
C: 10.927 10.823 8.311
C: 10.032 10.597 7.277
C: 8.785 10.038 7.601
C: 8.430 9.633 8.894
C: 9.405 9.825 9.932
H: 11.842 11.370 8.161
H: 10.214 10.975 6.260
H: 8.061 9.931 6.858
H: 7.406 9.294 9.125
H: 9.122 9.690 11.021
Cl: 17.376 11.446 6.121
C: 16.641 12.375 7.378
C: 16.562 13.769 7.245
C: 16.294 14.580 8.343
C: 16.089 14.071 9.631
C: 15.969 12.692 9.722
Cl: 15.537 12.070 11.305
C: 16.222 11.837 8.596
N: 16.091 10.489 8.780
C: 17.093 9.665 9.287
C: 18.425 10.062 9.136
C: 19.438 9.563 9.984
C: 19.135 8.459 10.776
C: 17.840 7.908 10.670
C: 16.807 8.464 9.912
C: 15.409 7.794 9.976
C: 14.407 8.606 10.664
O: 13.911 8.129 11.763
O: 13.919 9.648 10.081
H: 16.736 14.200 6.265
H: 16.340 15.670 8.230
H: 16.061 14.697 10.519
H: 15.135 10.177 8.971
H: 18.637 10.772 8.356
H: 20.449 9.921 10.030
H: 19.867 7.935 11.390
H: 17.669 6.998 11.174
H: 15.392 6.820 10.440
H: 14.959 7.723 8.945

No. 8
A gas-phase ion, C2H6N5 (charge +1) in a non-equilibrium geometry. Source: OMol25; level of theory: the ωB97M-V functional and the def2-TZVPD basis.

Calculated values
Total energy ... -9609.8383 eV
Charge ... +1
F_max ... 0.1297 Eh/bohr
Orbital gap ... 0.3888 hartree
Multiplicity ... 1

Geometry (Å):
C: 0.791 -1.235 -2.039
N: 0.712 -0.611 -0.774
N: 1.691 -0.181 -0.099
N: 1.339 0.587 0.832
N: -0.006 0.745 0.830
C: -0.507 1.713 1.723
N: -0.633 0.003 0.029
H: 1.325 -2.160 -1.874
H: -0.269 -1.529 -2.361
H: 1.358 -0.563 -2.532
H: -1.026 2.297 1.106
H: -1.169 1.203 2.460
H: 0.417 2.201 2.103